A 7-piece molecular cluster, C36H66ClIN2O24S overall in a non-equilibrium geometry. Source: the Open Molecules 2025 dataset; level of theory: wB97M-V/def2-TZVPD.

```
131
Properties=species:S:1:pos:R:3:forces:R:3:mulliken_charge:R:1
C 4.7902 -1.4529 -0.4614 0.117 -0.248 0.419 -0.875
C 5.1526 -1.5081 1.0336 -0.277 0.155 -0.346 -0.279
C 4.0213 -1.9652 1.9161 0.739 -0.356 0.341 0.398
O 4.1651 -2.8514 2.7211 -0.405 0.032 0.006 -0.610
O 2.8484 -1.3183 1.7488 -0.062 -0.260 -0.447 -0.014
C 1.7392 -1.9774 2.3764 -0.091 0.343 0.962 -1.405
C 0.4598 -1.2154 2.0759 -0.107 -0.548 -0.299 -1.104
C 0.2063 -0.9715 0.5621 0.428 2.303 0.496 1.440
C 0.8265 0.4428 0.2825 0.728 -0.790 -0.259 -1.751
C 1.5529 0.5552 -1.0617 -0.347 1.233 -0.111 0.459
C 1.6993 2.0533 -1.4125 -0.386 -0.345 0.733 -0.345
Cl 3.3615 2.4541 -1.9137 -0.100 0.122 -0.297 -0.215
O 0.9491 -1.8648 -0.2925 -1.265 -0.715 -0.085 -0.167
S 0.3319 -3.3197 -0.5035 1.040 -2.393 0.288 1.195
O 1.2790 -4.2518 0.0431 0.009 0.400 0.273 -0.812
O -0.0101 -3.5863 -1.8689 -0.108 1.216 -0.001 -0.769
C -1.1269 -3.4346 0.5423 0.508 1.667 -0.521 -1.833
C -2.0863 -2.2389 0.2841 -0.063 -0.057 -0.524 3.434
C -2.7404 -2.5575 -1.0910 -0.647 0.317 0.210 -2.134
C -4.0469 -1.8507 -1.5018 -0.101 -1.098 -0.878 -1.211
N -4.7767 -2.6832 -2.4874 -0.043 0.603 0.351 -0.527
C -3.0763 -2.0685 1.4594 0.468 -0.523 0.510 -1.758
C -3.7571 -3.2986 2.0881 -0.258 0.045 -0.354 -1.088
C -4.2239 -4.4175 1.1602 -0.462 0.031 0.473 -1.074
I -2.6343 -4.1199 3.7545 -0.082 0.056 -0.165 0.043
C -1.2878 -0.8815 0.2241 0.191 -0.534 -0.528 -0.316
N -1.4541 -0.2159 -1.1087 0.034 0.070 0.744 -0.477
C -2.1380 0.7849 -1.1086 -0.376 -0.207 -0.432 0.672
O -2.8503 1.7051 -1.1649 0.175 -0.117 -0.454 -0.581
H 5.6677 -1.7393 -1.0346 0.064 0.285 -0.159 0.475
H 4.0275 -2.1984 -0.6857 -0.162 0.098 -0.053 0.360
H 4.4559 -0.4635 -0.7555 0.040 -0.019 -0.144 -0.079
H 5.5271 -0.5488 1.3931 -0.057 0.100 -0.094 0.184
H 5.9505 -2.2279 1.1785 0.013 -0.097 0.207 0.322
H 1.7027 -3.0352 2.1321 0.098 0.011 -0.412 0.372
H 1.8992 -1.9282 3.4547 -0.033 -0.103 0.063 0.739
H -0.3735 -1.7331 2.5543 0.098 -0.203 0.052 0.182
H 0.5226 -0.2575 2.5881 -0.134 0.209 -0.193 0.573
H 1.5962 0.6000 1.0328 -0.019 0.150 0.120 0.936
H 0.0933 1.2351 0.4310 -0.223 -0.121 -0.025 0.181
H 2.5568 0.1642 -0.9590 -0.122 -0.435 -0.133 -0.589
H 1.0082 0.0792 -1.8698 0.162 -0.327 -0.015 0.408
H 1.4877 2.6485 -0.5268 0.220 0.153 0.038 0.119
H 0.9684 2.3604 -2.1549 0.286 0.062 -0.356 0.390
H -0.7309 -3.4721 1.5497 -0.105 -0.273 0.098 0.002
H -1.5785 -4.3635 0.2192 0.089 -0.239 0.217 1.031
H -2.9625 -3.6236 -1.1230 -0.004 -0.084 0.140 0.991
H -2.0350 -2.4033 -1.9022 0.180 0.020 0.114 0.686
H -4.7465 -1.6915 -0.6839 0.146 0.312 0.173 0.245
H -3.8349 -0.9338 -2.0431 -0.074 0.371 0.399 0.456
H -4.9466 -3.5949 -2.0811 0.016 -0.133 -0.247 0.317
H -4.2110 -2.7961 -3.3218 -0.074 -0.246 0.000 0.118
H -3.8612 -1.3471 1.2301 0.006 0.014 -0.363 0.641
H -2.5036 -1.6001 2.2609 -0.091 0.075 0.095 0.431
H -4.6540 -2.9291 2.5744 0.076 0.090 0.248 0.771
H -3.4767 -5.1754 0.9473 0.140 0.112 -0.234 0.291
H -4.6499 -3.9901 0.2543 0.171 -0.006 -0.177 0.170
H -5.0535 -4.9252 1.6512 0.069 -0.193 0.045 0.495
H -1.6908 -0.2000 0.9721 0.001 -0.082 0.190 0.472
C -3.0304 2.9931 1.2089 -0.362 0.184 0.193 -0.801
O -2.7861 3.9904 2.2116 0.514 -0.218 0.025 -0.116
C -1.5103 3.9957 2.6118 -0.025 -0.049 -0.131 0.645
O -0.6477 3.2600 2.1999 0.011 -0.036 0.028 -0.582
O -1.3428 4.9400 3.5311 -0.050 0.035 -0.006 -0.267
C -0.0079 5.0453 4.0383 0.168 0.108 0.151 -0.704
H -4.0820 3.0616 0.9446 -0.002 0.112 0.079 0.241
H -2.4293 3.1915 0.3369 0.159 0.062 0.010 0.311
H -2.8245 2.0006 1.6100 0.095 0.019 -0.042 0.361
H 0.6861 5.2969 3.2392 -0.005 -0.097 -0.037 0.275
H 0.2923 4.1182 4.5217 0.014 -0.045 -0.092 0.325
H -0.0194 5.8464 4.7711 -0.142 0.016 -0.028 0.220
C 5.9003 3.2192 0.7970 -0.232 0.149 0.043 -0.472
O 7.3193 3.0441 0.7766 -0.002 0.010 0.013 -0.324
C 7.7119 1.8813 0.2545 0.086 0.035 0.028 0.791
O 6.9869 1.0175 -0.1675 -0.011 -0.006 0.021 -0.612
O 9.0417 1.8402 0.2857 -0.002 0.061 0.029 -0.216
C 9.6131 0.6396 -0.2426 0.260 -0.132 -0.056 -0.658
H 5.7051 4.1884 1.2477 0.200 0.024 0.027 0.270
H 5.4935 3.2102 -0.2115 0.009 -0.136 0.026 0.174
H 5.4279 2.4461 1.4014 -0.009 -0.075 -0.101 0.226
H 9.3486 0.5181 -1.2913 -0.111 -0.034 0.034 0.303
H 9.2878 -0.2254 0.3325 -0.101 0.004 -0.053 0.323
H 10.6904 0.7474 -0.1515 -0.024 0.131 0.077 0.157
C -9.5001 -3.1067 -7.1360 -0.115 -0.132 -0.141 -0.600
O -9.4841 -2.0540 -6.1713 0.072 -0.007 0.020 -0.330
C -8.2736 -1.7811 -5.6793 -0.279 0.245 0.161 0.774
O -7.2498 -2.3365 -5.9829 -0.205 0.165 0.072 -0.556
O -8.3993 -0.7894 -4.8005 -0.012 -0.089 -0.099 -0.352
C -7.1706 -0.3900 -4.1835 0.247 0.096 0.240 -0.496
H -10.5335 -3.2234 -7.4496 -0.025 0.099 0.085 0.212
H -8.8896 -2.8473 -7.9991 0.080 -0.029 0.042 0.277
H -9.1507 -4.0385 -6.6949 0.094 0.024 -0.014 0.284
H -6.4673 -0.0263 -4.9310 0.016 -0.109 -0.038 0.284
H -6.7314 -1.2127 -3.6203 0.069 -0.053 -0.120 0.176
H -7.4093 0.4212 -3.5008 -0.198 -0.012 -0.071 0.255
C -1.6697 -5.3409 -3.8410 0.001 0.021 0.266 -0.192
O -2.6428 -4.4193 -4.3545 0.100 0.020 0.044 -0.102
C -3.3916 -4.8711 -5.3586 -0.186 0.035 -0.077 0.637
O -3.3240 -5.9608 -5.8630 0.058 0.017 0.037 -0.562
O -4.2444 -3.9004 -5.6927 0.154 -0.048 0.106 -0.285
C -5.1396 -4.2322 -6.7555 -0.213 0.195 -0.432 -0.644
H -1.1755 -4.8060 -3.0371 -0.017 -0.095 -0.157 -0.171
H -2.1601 -6.2307 -3.4469 -0.028 -0.047 -0.148 0.321
H -0.9449 -5.6190 -4.6033 -0.098 -0.012 -0.078 0.353
H -5.7649 -5.0794 -6.4801 0.070 -0.072 -0.002 0.292
H -4.5877 -4.4522 -7.6677 0.098 -0.176 0.069 0.331
H -5.7674 -3.3600 -6.9128 0.239 -0.194 0.122 0.213
C 11.5780 4.1050 2.0493 -0.267 0.107 -0.068 -0.563
O 12.7914 3.8456 2.7610 0.022 0.001 -0.005 -0.318
C 13.4298 2.7482 2.3605 0.001 0.054 0.062 0.798
O 13.0720 1.9998 1.4875 0.002 -0.016 -0.004 -0.542
O 14.5355 2.6188 3.0940 0.006 0.006 0.005 -0.335
C 15.3242 1.4727 2.7689 0.175 -0.122 0.035 -0.625
H 11.1552 5.0154 2.4639 0.148 0.007 0.121 0.245
H 11.7786 4.2564 0.9905 0.002 -0.119 -0.017 0.289
H 10.8704 3.2894 2.1841 0.040 -0.052 -0.106 0.244
H 15.6665 1.5214 1.7370 -0.093 -0.039 -0.032 0.292
H 14.7592 0.5574 2.9348 -0.045 0.012 -0.094 0.295
H 16.1831 1.4899 3.4334 -0.052 0.117 0.055 0.218
C -8.6397 6.4687 5.7002 -0.188 0.041 0.094 -0.633
O -7.2518 6.1601 5.8363 0.005 -0.004 0.011 -0.326
C -6.5996 6.0498 4.6764 0.036 -0.007 0.059 0.772
O -7.0844 6.1862 3.5829 -0.014 -0.003 -0.002 -0.546
O -5.3287 5.7627 4.9398 0.015 0.039 -0.007 -0.311
C -4.5006 5.6141 3.7759 -0.127 0.174 0.092 -0.533
H -9.0436 6.5288 6.7067 0.128 -0.029 0.047 0.220
H -8.7739 7.4265 5.2010 0.009 -0.049 -0.095 0.294
H -9.1568 5.6838 5.1513 0.030 0.046 -0.092 0.293
H -4.4777 6.5432 3.2077 -0.094 -0.046 -0.064 0.299
H -4.8619 4.8016 3.1560 -0.111 0.037 -0.031 0.252
H -3.5061 5.3895 4.1284 -0.026 -0.023 0.213 0.244
```
Forces are in eV/Å.

Output
structure (SMILES) = CCC(=O)OCC[C@@]1(CCCCl)OS(=O)(=O)C[C@@](CCN)(C[C@@H](C)I)[C@@H]1N=C=O.COC(=O)OC.COC(=O)OC.COC(=O)OC.COC(=O)OC.COC(=O)OC.COC(=O)OC
multiplicity = 1
Kohn-Sham gap = 9.45 eV
energy relative to the best compared isomer or geometry (same formula, charge and spin) = 0.00 kJ/mol
HOMO energy = -0.348 hartree
energy = -4482.71205 hartree